[1]
{
  "formula": "C7H9N4",
  "method": "ωB97M-V with the def2-TZVPD basis set",
  "fmax_ha_per_bohr": 0.0861,
  "e_above_lowest_kj_mol": 612.5,
  "multiplicity": 1,
  "homo_lumo_gap_ev": [6.1, 6.8],
  "charge": 1,
  "energy_ha": -490.7038,
  "smiles": "C=NC/N=C(/C)C1=C=[NH+]C=N1",
  "species": ["C", "C", "C", "C", "C", "C", "C", "N", "N", "N", "N", "H", "H", "H", "H", "H", "H", "H", "H", "H"],
  "positions_angstrom": [[2.705, 0.994, -0.648], [0.935, -0.191, -0.243], [0.531, 1.056, -0.592], [0.062, -1.324, 0.068], [-2.351, 1.700, 0.921], [-2.014, -0.301, -0.517], [0.842, -2.489, 0.598], [2.285, -0.217, -0.287], [-1.155, -1.325, 0.008], [1.647, 1.843, -0.804], [-1.743, 0.981, 0.071], [3.745, 1.364, -0.555], [-3.310, 1.399, 1.409], [-2.221, 2.788, 1.041], [-1.702, -0.188, -1.597], [-3.071, -0.583, -0.253], [0.156, -3.283, 0.827], [1.222, -2.166, 1.600], [1.759, -2.841, -0.040], [1.678, 2.783, -1.009]],
  "nbo_charge": [0.219, -0.079, 0.437, 0.319, 0.033, -0.116, -0.665, -0.364, -0.399, -0.565, -0.229, 0.246, 0.232, 0.243, 0.251, 0.240, 0.247, 0.243, 0.263, 0.442]
}



[2]
{
  "formula": "C7H9N4O2S",
  "method": "ωB97M-V with the def2-TZVPD basis set",
  "fmax_ha_per_bohr": 0.1019,
  "e_above_lowest_kj_mol": 0.0,
  "multiplicity": 1,
  "homo_lumo_gap_ev": [5.2, 5.2],
  "charge": -1,
  "energy_ha": -1039.7562,
  "species": ["C", "C", "C", "C", "C", "C", "C", "N", "N", "N", "N", "O", "O", "S", "H", "H", "H", "H", "H", "H", "H", "H", "H"],
  "positions_angstrom": [[-0.692, -0.672, -1.837], [1.369, -0.511, -2.153], [-3.054, -1.603, 0.247], [-2.702, 0.454, 1.293], [2.820, -0.810, -2.313], [0.812, 0.669, 2.260], [-0.671, 0.985, 2.380], [0.465, -1.385, -1.802], [-0.601, 0.557, -2.141], [-3.326, -0.495, 0.684], [0.796, 0.712, -2.438], [-3.208, 1.448, 1.769], [-1.349, 0.262, 1.383], [-3.097, -3.026, -0.392], [3.101, -1.824, -2.384], [3.273, -0.229, -3.103], [3.175, -0.350, -1.392], [1.511, 1.376, 1.811], [1.247, 0.421, 3.267], [0.826, -0.264, 1.729], [-0.782, 2.088, 2.460], [-1.104, 0.585, 3.262], [1.194, 1.614, -2.589]],
  "nbo_charge": [-0.083, 0.327, 0.326, 0.887, -0.646, -0.635, -0.063, -0.593, -0.439, -0.568, -0.493, -0.617, -0.500, 0.097, 0.221, 0.198, 0.209, 0.209, 0.192, 0.242, 0.185, 0.167, 0.376]
}



[3]
{
  "formula": "C7H9NO",
  "method": "ωB97M-V with the def2-TZVPD basis set",
  "fmax_ha_per_bohr": 0.1161,
  "e_above_lowest_kj_mol": 514.0,
  "multiplicity": 1,
  "homo_lumo_gap_ev": 9.5,
  "charge": 0,
  "energy_ha": -401.9452,
  "smiles": "O=C1CN[C@H]2C=CC[C@H]12",
  "species": ["C", "C", "C", "C", "C", "C", "C", "H", "H", "H", "H", "H", "H", "H", "H", "H", "N", "O"],
  "positions_angstrom": [[0.645, 0.709, -1.443], [-0.101, 2.023, -1.011], [-0.695, 0.242, 0.497], [-1.050, -0.971, 1.366], [-0.072, -1.980, 1.186], [0.998, -1.669, 0.024], [0.031, -0.466, -0.764], [1.892, -1.235, 0.388], [0.679, 2.571, -0.140], [-0.470, 2.840, -1.841], [-1.331, 2.001, 0.559], [0.101, 0.812, 1.201], [-1.526, -0.841, 2.379], [0.028, -2.681, 1.958], [1.030, -2.374, -0.728], [-0.712, -1.203, -1.270], [-1.192, 1.502, -0.251], [1.745, 0.719, -2.111]],
  "nbo_charge": [0.553, -0.312, -0.081, -0.209, -0.161, -0.390, -0.335, 0.225, 0.180, 0.258, 0.355, 0.151, 0.224, 0.207, 0.218, 0.265, -0.613, -0.534]
}



[4]
{
  "formula": "C7H9NO",
  "method": "ωB97M-V with the def2-TZVPD basis set",
  "fmax_ha_per_bohr": 0.0945,
  "e_above_lowest_kj_mol": 822.7,
  "multiplicity": 1,
  "homo_lumo_gap_ev": [8.9, 6.6],
  "charge": 0,
  "energy_ha": -401.8277,
  "species": ["C", "C", "C", "C", "C", "C", "C", "N", "O", "H", "H", "H", "H", "H", "H", "H", "H", "H"],
  "positions_angstrom": [[-1.971, -0.643, 0.070], [-2.568, 0.476, -0.307], [-0.548, -0.797, -0.196], [-0.017, 0.378, -0.720], [2.131, 0.709, -0.715], [0.051, -2.049, 0.239], [2.141, 1.526, 0.545], [-0.611, 1.449, -1.147], [-1.974, 1.500, -0.954], [-2.631, -1.462, 0.589], [-3.638, 0.808, -0.170], [2.707, -0.177, -0.735], [-0.607, -2.780, -0.236], [-0.039, -2.241, 1.297], [1.109, -1.848, 0.006], [3.127, 2.064, 0.664], [1.973, 0.847, 1.394], [1.366, 2.240, 0.376]],
  "nbo_charge": [-0.300, 0.141, -0.132, 0.202, 0.037, -0.640, -0.742, -0.193, -0.307, 0.233, 0.207, 0.132, 0.232, 0.218, 0.231, 0.218, 0.227, 0.236]
}



[5]
{
  "formula": "C7H9NO",
  "method": "ωB97M-V with the def2-TZVPD basis set",
  "fmax_ha_per_bohr": 0.1095,
  "e_above_lowest_kj_mol": 675.0,
  "multiplicity": 1,
  "homo_lumo_gap_ev": [8.4, 8.4],
  "charge": 0,
  "energy_ha": -401.8839,
  "smiles": "C#C[N+]([O-])=C1CCCC1",
  "species": ["C", "C", "C", "C", "C", "C", "C", "N", "O", "H", "H", "H", "H", "H", "H", "H", "H", "H"],
  "positions_angstrom": [[-1.711, -0.797, 3.614], [-1.070, -0.596, 2.619], [-0.024, 1.119, -1.761], [1.246, 0.338, -1.702], [-0.806, 0.780, -0.512], [1.117, -0.747, -0.609], [0.042, -0.180, 0.177], [-0.089, -0.587, 1.478], [0.777, -1.404, 1.971], [-2.079, -0.913, 4.623], [0.236, 2.102, -1.574], [-0.714, 0.934, -2.679], [1.339, -0.105, -2.653], [2.082, 0.940, -1.359], [-1.222, 1.618, 0.055], [-1.828, 0.224, -0.877], [0.761, -1.817, -0.913], [1.942, -0.909, 0.102]],
  "nbo_charge": [-0.255, 0.157, -0.402, -0.411, -0.452, -0.470, 0.243, 0.050, -0.550, 0.250, 0.216, 0.215, 0.222, 0.217, 0.242, 0.216, 0.238, 0.274]
}



[6]
{
  "formula": "C7H9NO2",
  "method": "ωB97M-V with the def2-TZVPD basis set",
  "fmax_ha_per_bohr": 0.0851,
  "e_above_lowest_kj_mol": 406.5,
  "multiplicity": 1,
  "homo_lumo_gap_ev": 7.4,
  "charge": 0,
  "energy_ha": -477.2371,
  "species": ["C", "C", "C", "C", "C", "C", "C", "N", "O", "O", "H", "H", "H", "H", "H", "H", "H", "H", "H"],
  "positions_angstrom": [[1.677, 1.765, -0.053], [2.459, 0.568, 0.326], [0.625, 1.651, -0.864], [2.172, -0.703, 0.197], [0.320, -0.714, -0.657], [-2.028, -0.720, 0.311], [-0.526, -0.971, 0.626], [0.417, 0.389, -1.349], [2.336, -1.858, 0.244], [0.309, -1.826, -1.357], [2.068, 2.675, 0.197], [3.544, 0.749, 0.672], [0.142, 2.456, -1.338], [-2.486, -1.675, -0.168], [-2.178, 0.042, -0.566], [-2.455, -0.251, 1.265], [-0.387, -2.034, 1.028], [-0.155, -0.292, 1.421], [0.830, -1.496, -2.157]],
  "nbo_charge": [-0.218, -0.539, -0.065, 0.627, 0.507, -0.624, -0.471, -0.455, -0.452, -0.653, 0.213, 0.271, 0.217, 0.229, 0.221, 0.230, 0.245, 0.228, 0.491]
}



[7]
{
  "formula": "C7H9NO2SSi",
  "method": "ωB97M-V with the def2-TZVPD basis set",
  "fmax_ha_per_bohr": 0.1479,
  "e_above_lowest_kj_mol": 348.0,
  "multiplicity": 1,
  "homo_lumo_gap_ev": [8.5, 8.7],
  "charge": 0,
  "energy_ha": -1164.8337,
  "smiles": "[H]/N=C(/[SiH3])S(=O)(=O)c1ccccc1",
  "species": ["C", "C", "C", "C", "C", "C", "C", "N", "O", "O", "Si", "S", "H", "H", "H", "H", "H", "H", "H", "H", "H"],
  "positions_angstrom": [[-0.205, 2.124, -2.215], [0.243, 2.437, -0.941], [-0.937, 0.983, -2.462], [-0.150, 1.570, 0.144], [-1.384, 0.169, -1.467], [-0.850, 0.436, -0.218], [0.492, -1.725, 1.048], [0.711, -2.986, -0.088], [-2.113, -1.703, 0.643], [-1.019, -0.266, 2.343], [1.817, -1.284, 2.267], [-1.033, -0.827, 1.011], [0.277, 2.524, -3.141], [0.947, 3.330, -0.671], [-1.116, 0.803, -3.495], [0.215, 1.650, 1.074], [-2.041, -0.765, -1.422], [-0.277, -3.215, -0.371], [1.461, -1.816, 3.478], [3.278, -1.499, 1.820], [1.686, 0.060, 2.664]],
  "nbo_charge": [-0.202, -0.189, -0.204, -0.171, -0.187, -0.337, -0.488, -0.422, -0.935, -0.939, 0.871, 2.132, 0.227, 0.234, 0.221, 0.231, 0.268, 0.323, -0.149, -0.124, -0.161]
}



[8]
{
  "formula": "C7H9NO3",
  "method": "ωB97M-V with the def2-TZVPD basis set",
  "fmax_ha_per_bohr": 0.0958,
  "e_above_lowest_kj_mol": 609.1,
  "multiplicity": 1,
  "homo_lumo_gap_ev": [8.4, 6.8],
  "charge": 0,
  "energy_ha": -552.3731,
  "species": ["C", "C", "C", "C", "C", "C", "C", "N", "O", "O", "O", "H", "H", "H", "H", "H", "H", "H", "H", "H"],
  "positions_angstrom": [[-1.370, -0.750, -2.465], [-0.182, -0.590, 0.629], [-2.096, 1.593, -1.421], [-1.673, 0.227, -1.574], [-1.269, 2.617, -0.599], [2.166, -1.651, 2.157], [2.252, -1.522, 0.681], [-0.948, -1.592, -3.120], [-0.778, -0.423, 1.641], [-2.834, 0.606, -0.837], [0.807, -1.017, 0.048], [-2.691, 2.035, -2.337], [-1.812, 3.460, -0.214], [-0.379, 2.875, -1.063], [-0.985, 2.041, 0.286], [2.910, -2.350, 2.446], [2.354, -0.591, 2.597], [1.171, -1.721, 2.584], [2.390, -2.437, 0.199], [2.968, -0.807, 0.363]],
  "nbo_charge": [0.170, 0.855, 0.082, 0.103, -0.640, -0.681, -0.044, -0.290, -0.546, -0.437, -0.516, 0.169, 0.220, 0.220, 0.221, 0.236, 0.216, 0.260, 0.199, 0.202]
}



[9]
{
  "formula": "C7H9NS2",
  "method": "ωB97M-V with the def2-TZVPD basis set",
  "fmax_ha_per_bohr": 0.0806,
  "e_above_lowest_kj_mol": 8.5,
  "multiplicity": 1,
  "homo_lumo_gap_ev": 9.4,
  "charge": 0,
  "energy_ha": -1123.2046,
  "smiles": "[H]/N=C(\\SC)c1sccc1C",
  "species": ["C", "C", "C", "C", "C", "C", "C", "N", "S", "S", "H", "H", "H", "H", "H", "H", "H", "H", "H"],
  "positions_angstrom": [[1.194, -1.670, 0.797], [0.349, -2.409, 1.533], [0.511, -0.841, -0.129], [-0.846, -0.951, -0.030], [-2.054, -0.140, -0.890], [1.211, 0.083, -1.080], [-1.192, 1.964, 0.970], [-2.907, -0.876, -1.480], [-1.308, -2.080, 1.212], [-1.924, 1.605, -0.735], [2.233, -1.811, 0.729], [0.583, -3.214, 2.374], [0.917, 1.118, -1.108], [2.244, 0.019, -0.906], [1.091, -0.354, -2.091], [-1.206, 3.073, 0.903], [-0.151, 1.593, 0.906], [-1.742, 1.432, 1.787], [-3.606, -0.287, -2.083]],
  "nbo_charge": [-0.279, -0.400, -0.069, -0.258, 0.123, -0.637, -0.699, -0.615, 0.454, 0.190, 0.223, 0.248, 0.225, 0.214, 0.226, 0.237, 0.228, 0.241, 0.349]
}



[10]
{
  "formula": "C7H9O",
  "method": "ωB97M-V with the def2-TZVPD basis set",
  "fmax_ha_per_bohr": 0.1252,
  "e_above_lowest_kj_mol": 214.8,
  "multiplicity": 1,
  "homo_lumo_gap_ev": [8.9, 8.9],
  "charge": 1,
  "energy_ha": -346.9553,
  "species": ["C", "C", "C", "C", "C", "C", "C", "O", "H", "H", "H", "H", "H", "H", "H", "H", "H"],
  "positions_angstrom": [[-2.118, 0.780, -0.029], [-0.923, 1.445, -0.433], [-2.138, -0.318, 0.706], [0.271, 0.912, -0.398], [0.071, -0.969, 0.360], [1.586, 1.220, -0.693], [1.162, -1.941, 0.344], [-1.050, -1.164, 0.874], [-3.075, 1.417, 0.178], [-0.974, 2.547, -0.847], [-3.004, -0.756, 1.141], [1.788, 1.842, -1.623], [2.148, 0.283, -0.766], [1.927, 1.727, 0.192], [1.953, -1.890, -0.439], [0.810, -2.908, 0.096], [1.565, -2.227, 1.337]],
  "nbo_charge": [-0.214, -0.284, 0.120, 0.181, 0.627, -0.729, -0.805, -0.375, 0.281, 0.273, 0.237, 0.281, 0.253, 0.269, 0.282, 0.294, 0.311]
}



[11]
{
  "formula": "C7H9O3",
  "method": "ωB97M-V with the def2-TZVPD basis set",
  "fmax_ha_per_bohr": 0.1875,
  "multiplicity": 3,
  "homo_lumo_gap_ev": [5.7, 6.7],
  "charge": 1,
  "s_squared": 2.02,
  "energy_ha": -497.3218,
  "species": ["C", "C", "C", "C", "C", "C", "C", "O", "O", "O", "H", "H", "H", "H", "H", "H", "H", "H", "H"],
  "positions_angstrom": [[2.027, -0.371, 1.027], [2.227, 0.536, -0.151], [0.887, -0.892, 1.474], [-0.512, -0.729, 0.953], [1.627, 0.534, -1.264], [-2.803, -0.811, 1.708], [0.199, 1.333, -2.896], [-0.891, -0.512, -0.194], [-1.411, -0.930, 1.967], [1.320, 0.575, -2.407], [2.989, -0.690, 1.421], [3.112, 1.104, 0.109], [0.827, -1.362, 2.443], [-3.370, -1.388, 2.516], [-3.027, -1.211, 0.735], [-3.127, 0.173, 1.823], [-0.407, 0.636, -3.391], [0.576, 2.014, -3.707], [-0.243, 1.989, -2.165]],
  "nbo_charge": [-0.058, -0.433, -0.138, 0.694, 0.754, -0.263, -0.266, -0.619, -0.489, -0.313, 0.235, 0.332, 0.242, 0.214, 0.206, 0.194, 0.241, 0.237, 0.231]
}



[12]
{
  "formula": "C7H9OP",
  "method": "ωB97M-V with the def2-TZVPD basis set",
  "fmax_ha_per_bohr": 0.0949,
  "e_above_lowest_kj_mol": 357.7,
  "multiplicity": 1,
  "homo_lumo_gap_ev": 7.6,
  "charge": 0,
  "energy_ha": -688.5761,
  "smiles": "OC=[PH2]c1ccccc1",
  "species": ["C", "C", "C", "C", "C", "C", "C", "O", "P", "H", "H", "H", "H", "H", "H", "H", "H", "H"],
  "positions_angstrom": [[2.916, 0.453, -0.196], [2.106, 1.416, 0.380], [2.324, -0.773, -0.469], [0.740, 1.203, 0.646], [0.966, -1.066, -0.203], [0.166, -0.065, 0.402], [-2.601, 0.204, -0.774], [-3.997, 0.001, -0.347], [-1.548, -0.325, 0.597], [3.914, 0.672, -0.573], [2.488, 2.418, 0.422], [2.973, -1.623, -0.885], [0.172, 1.972, 0.924], [0.547, -1.987, -0.326], [-2.384, -0.511, -1.511], [-4.093, 0.464, 0.560], [-1.855, 0.578, 1.696], [-1.662, -1.397, 1.460]],
  "nbo_charge": [-0.201, -0.196, -0.196, -0.158, -0.177, -0.380, -0.473, -0.737, 0.950, 0.226, 0.215, 0.218, 0.210, 0.211, 0.160, 0.455, -0.051, -0.076]
}



[13]
{
  "formula": "C7H9PS2",
  "method": "ωB97M-V with the def2-TZVPD basis set",
  "fmax_ha_per_bohr": 0.0654,
  "e_above_lowest_kj_mol": 423.7,
  "multiplicity": 1,
  "homo_lumo_gap_ev": 8.9,
  "charge": 0,
  "energy_ha": -1409.7128,
  "smiles": "C#CCC[P@@](=S)(C#C)SC",
  "species": ["C", "C", "C", "C", "C", "C", "C", "P", "S", "S", "H", "H", "H", "H", "H", "H", "H", "H", "H"],
  "positions_angstrom": [[0.156, 0.274, 2.647], [0.239, 0.373, 1.445], [-3.719, 1.479, -1.030], [-2.968, 0.579, -0.795], [-1.976, -0.489, -0.508], [-0.713, -0.178, -1.259], [3.404, -0.986, 0.507], [0.697, 0.168, -0.222], [1.647, 1.843, -0.851], [1.884, -1.607, -0.287], [0.202, 0.494, 3.715], [-4.393, 2.307, -1.453], [-1.877, -0.334, 0.646], [-2.354, -1.526, -0.679], [-0.496, -0.923, -1.965], [-0.812, 0.899, -1.751], [3.625, -0.170, -0.084], [4.206, -1.666, 0.442], [3.248, -0.536, 1.483]],
  "nbo_charge": [-0.101, -0.471, -0.241, -0.034, -0.492, -0.783, -0.719, 1.155, -0.571, -0.039, 0.253, 0.260, 0.260, 0.250, 0.267, 0.304, 0.239, 0.236, 0.227]
}